The following is a DFT calculation (ωB97M-V/def2-TZVPD) of a structure of composition C73H56N4O4P2ReS2 in a non-equilibrium geometry.

```
142
Properties=species:S:1:pos:R:3:lowdin_spin:R:1
Re 0.14473 -0.67920 0.40004 0.8156
C -8.59368 1.96626 4.46311 0.0000
O -8.26593 1.57553 3.13864 -0.0001
C -7.01276 1.10253 2.90623 -0.0002
C -6.07493 0.82998 3.89897 0.0002
C -4.80341 0.38688 3.53939 -0.0003
C -4.43071 0.23963 2.20565 -0.0004
C -5.41330 0.45652 1.23431 -0.0004
C -6.68485 0.87406 1.57609 -0.0001
C -3.03110 -0.08948 1.79149 0.0001
C -2.88444 -1.16784 0.94558 0.0160
C -3.93225 -2.12704 0.70147 0.0265
C -3.39467 -3.13569 -0.00596 0.0144
C -2.01753 -2.80653 -0.23453 0.0284
N -1.72057 -1.57696 0.32603 0.0013
C -1.15655 -3.62989 -0.92522 -0.0121
C 0.17608 -3.33627 -1.17155 0.0213
C 1.05345 -4.17420 -1.93325 0.0104
C 2.30656 -3.67768 -1.79496 0.0138
C 2.22186 -2.55340 -0.90731 0.0166
C 3.29327 -1.98478 -0.25831 -0.0003
C 4.67015 -2.46920 -0.59765 -0.0011
C 5.54882 -1.64066 -1.29487 -0.0006
C 6.84754 -2.05855 -1.55939 0.0000
C 7.27472 -3.30255 -1.12281 -0.0002
O 8.55011 -3.72184 -1.40053 0.0000
C 9.49127 -3.36448 -0.39089 0.0000
C 6.41376 -4.13576 -0.42701 0.0000
C 5.11231 -3.71980 -0.17229 -0.0004
C 3.17356 -1.06879 0.78857 0.0347
N 2.02943 -0.40317 1.16843 -0.0004
C 2.37121 0.33991 2.28202 0.0102
C 1.52374 1.19357 2.97798 0.0102
C 2.12712 2.07481 4.02499 0.0007
C 1.67921 2.05552 5.34196 0.0007
C 2.25246 2.86503 6.32028 -0.0001
C 3.30859 3.70063 5.98474 0.0005
O 3.94081 4.50997 6.86858 0.0003
C 3.30627 4.71096 8.12240 0.0000
C 3.77685 3.72992 4.67333 -0.0003
C 3.18802 2.93549 3.70760 0.0005
C 0.13753 1.23614 2.80851 0.0018
C -0.74083 2.13284 3.48205 0.0073
C -2.01354 1.77418 3.16647 0.0005
C -1.94173 0.65212 2.28460 0.0111
N -0.61153 0.39550 2.00804 -0.0012
C 3.74714 0.10411 2.60940 0.0307
C 4.24253 -0.74526 1.68196 0.0115
N 0.89520 -2.29534 -0.62206 -0.0062
C -1.59944 -5.04908 -1.18047 -0.0022
C -2.29766 -5.45470 -2.31500 -0.0007
C -2.65614 -6.77920 -2.49752 0.0002
C -2.32524 -7.73363 -1.54622 0.0000
O -2.71541 -9.00352 -1.81756 0.0000
C -2.41615 -9.99513 -0.85245 0.0000
C -1.63659 -7.35070 -0.39706 -0.0001
C -1.27867 -6.01443 -0.22892 -0.0007
H -9.59799 2.37745 4.41904 0.0000
H -7.90845 2.73164 4.83067 0.0000
H -8.58670 1.11810 5.14756 0.0000
H -6.31482 0.95526 4.94653 0.0000
H -4.09654 0.13229 4.32079 0.0000
H -5.15650 0.32949 0.18661 0.0000
H -7.43672 1.05294 0.81391 0.0000
H -4.94153 -2.04560 1.07481 0.0013
H -3.87692 -4.03615 -0.35818 0.0004
H 0.73464 -5.03445 -2.50507 0.0002
H 3.22644 -4.05946 -2.21857 0.0004
H 5.20410 -0.66303 -1.62140 -0.0001
H 7.53451 -1.42471 -2.11058 0.0000
H 10.46554 -3.70539 -0.73025 0.0000
H 9.25060 -3.84484 0.56096 0.0000
H 9.51667 -2.28270 -0.24081 0.0000
H 6.76688 -5.10550 -0.09287 0.0000
H 4.43633 -4.36714 0.37775 -0.0001
H 0.88452 1.37401 5.62156 0.0000
H 1.87402 2.82431 7.33498 0.0000
H 3.85809 5.50123 8.61990 0.0000
H 3.33746 3.81048 8.73915 0.0000
H 2.26626 5.02111 7.99276 0.0000
H 4.60366 4.39211 4.43387 0.0000
H 3.53017 2.99265 2.67887 -0.0001
H -0.42450 2.94984 4.11319 0.0004
H -2.92259 2.26285 3.47766 -0.0001
H 4.26434 0.50089 3.46915 0.0017
H 5.24618 -1.14047 1.61492 0.0004
H -2.56237 -4.71970 -3.06876 -0.0001
H -3.19455 -7.09379 -3.38573 0.0000
H -2.82044 -10.92504 -1.23811 0.0000
H -2.88452 -9.77167 0.10911 0.0000
H -1.33826 -10.10430 -0.71131 0.0000
H -1.36851 -8.07216 0.36481 0.0000
H -0.73890 -5.72011 0.66485 -0.0001
S -1.81771 -1.09685 -2.86936 -0.0053
P -1.36368 0.69122 -2.20243 0.0051
C 0.08306 0.75371 -1.06656 -0.0615
P 1.49676 1.79094 -1.63008 -0.0006
S 3.32194 1.57310 -0.93125 0.0033
C 1.13715 3.57648 -1.39344 -0.0007
C 2.15340 4.49839 -1.67039 0.0003
C 1.95401 5.85143 -1.43599 -0.0001
C 0.75249 6.30316 -0.89577 0.0001
C -0.24627 5.39267 -0.59055 -0.0001
C -0.04720 4.03818 -0.84068 -0.0013
C 1.73263 1.46529 -3.40818 -0.0012
C 1.98147 0.12985 -3.74019 -0.0009
C 2.34893 -0.20965 -5.03189 -0.0001
C 2.48844 0.78350 -5.99509 -0.0003
C 2.25400 2.11087 -5.66158 -0.0001
C 1.87614 2.45769 -4.36812 -0.0001
C -2.81586 1.51202 -1.43358 -0.0015
C -2.80323 2.15444 -0.20686 -0.0008
C -3.89930 2.90054 0.21771 0.0000
C -5.02318 3.00023 -0.58555 -0.0001
C -5.06273 2.32471 -1.80321 0.0000
C -3.96926 1.57925 -2.22239 0.0000
C -1.25331 1.84252 -3.64796 0.0032
C -1.50883 3.20733 -3.50220 0.0010
C -1.55169 4.04114 -4.61136 0.0000
C -1.34970 3.51865 -5.87942 0.0008
C -1.11846 2.15766 -6.03616 0.0000
C -1.07730 1.32146 -4.92733 0.0012
H 3.10353 4.14243 -2.04659 0.0000
H 2.74562 6.55746 -1.66487 0.0000
H 0.60553 7.36058 -0.70141 0.0000
H -1.18370 5.72653 -0.15710 0.0000
H -0.81891 3.33350 -0.59391 -0.0011
H 1.89130 -0.63598 -2.97408 -0.0002
H 2.53063 -1.24910 -5.28612 0.0000
H 2.78080 0.52291 -7.00657 0.0000
H 2.36253 2.88717 -6.41148 0.0000
H 1.69238 3.49505 -4.11929 0.0000
H -1.92944 2.07960 0.42189 -0.0006
H -3.87125 3.39937 1.18206 0.0000
H -5.87877 3.58070 -0.25564 0.0000
H -5.94523 2.38619 -2.43357 0.0000
H -3.99948 1.04789 -3.16811 -0.0001
H -1.69792 3.62534 -2.52431 0.0001
H -1.76021 5.09710 -4.48150 0.0000
H -1.38082 4.16966 -6.74630 0.0000
H -0.97874 1.73940 -7.02639 0.0000
H -0.92488 0.25649 -5.04372 0.0001
```

Its total energy is -133139.9479 eV. As for the frontier orbital gap (spin up / spin down): 0.210 / 0.199 Eh. The LUMO energy (spin up / spin down) comes out at -1.3 / -1.5 eV. As for the expectation value of S²: 0.80. As for the multiplicity: 2. Its HOMO energy (spin up / spin down) is -7.02 / -6.93 eV.